C11H21N3O5 | ωB97M-V/def2-TZVPD

Geometry (Å):
N  6.18699  1.54296  0.75619
C  5.42079  0.89960  -0.30132
C  4.28251  -0.08292  0.15784
C  3.38135  -0.33253  -1.01261
C  2.02859  -1.09591  -0.74033
C  0.99657  -0.17844  -0.09258
N  1.14649  0.18465  1.34945
C  -0.45970  -0.74850  -0.31677
O  -0.70668  -1.52895  -1.24028
N  -1.43763  -0.32392  0.56760
C  -2.88047  -0.50658  0.39494
C  -3.43526  0.16826  -0.87274
C  -4.87952  0.50171  -0.63536
C  -5.04462  1.77248  0.10358
O  -4.47723  2.15856  1.07731
O  -6.01968  2.54209  -0.50342
C  -3.30978  -1.92949  0.48515
O  -4.32168  -2.39406  -0.03109
O  -2.63269  -2.70993  1.40002
H  6.37886  0.87602  1.50037
H  5.81748  2.30634  1.25947
H  4.93281  1.69128  -0.90067
H  6.04838  0.33961  -1.02493
H  3.67235  0.21094  1.00037
H  4.81554  -1.05167  0.36133
H  3.16881  0.58482  -1.51335
H  3.87147  -1.09422  -1.64915
H  1.69901  -1.44924  -1.75177
H  2.25720  -1.89266  -0.01606
H  0.98478  0.81586  -0.54427
H  1.38196  -0.71139  1.84782
H  1.83346  0.94083  1.40018
H  -1.10004  -0.07564  1.49143
H  -3.29907  0.03445  1.24135
H  -2.80165  0.88607  -1.20211
H  -3.40101  -0.64528  -1.64834
H  -5.53931  -0.27448  -0.18254
H  -5.41766  0.68874  -1.61137
H  -5.95887  3.39510  -0.05411
H  -3.18285  -3.51455  1.45075

* charge: 0
* energy above the lowest of the compared OMol25 structures with the same formula, charge and spin: 96.1 kJ/mol
* HOMO energy: -9.24 eV
* LUMO level: 0.63 eV
* F_max: 5.411 eV/Å